1.
{"formula": "C28H70F24N6O5P4", "method": "ωB97M-V with the def2-TZVPD basis set", "elements": ["C", "C", "O", "N", "H", "H", "C", "H", "H", "H", "H", "H", "H", "C", "C", "O", "N", "H", "H", "C", "H", "H", "H", "H", "H", "H", "C", "C", "O", "N", "H", "H", "C", "H", "H", "H", "H", "H", "H", "C", "C", "O", "N", "H", "H", "C", "H", "H", "H", "H", "H", "H", "C", "N", "C", "C", "C", "C", "O", "H", "H", "H", "H", "H", "H", "H", "H", "H", "H", "H", "H", "H", "H", "C", "C", "C", "C", "N", "C", "C", "C", "C", "C", "C", "C", "H", "H", "H", "H", "H", "H", "H", "H", "H", "H", "H", "H", "H", "H", "H", "H", "H", "H", "H", "H", "H", "H", "H", "H", "P", "F", "F", "F", "F", "F", "F", "P", "F", "F", "F", "F", "F", "F", "P", "F", "F", "F", "F", "F", "F", "P", "F", "F", "F", "F", "F", "F"], "positions_angstrom": [[9.325371, -2.020021, -12.342123], [10.525932, -1.073594, -12.464317], [11.088539, -0.979603, -13.578127], [10.958289, -0.228158, -11.286541], [11.042789, 0.754718, -11.503155], [10.226475, -0.396048, -10.610993], [12.283982, -0.716610, -10.642017], [8.501775, -1.398544, -11.990636], [9.458927, -2.795069, -11.587417], [8.938311, -2.415387, -13.281246], [12.178638, -0.211541, -9.681853], [13.120618, -0.400931, -11.265302], [12.097038, -1.763453, -10.402700], [6.332138, 1.404906, -12.808656], [6.851685, 1.793631, -11.445753], [7.182468, 0.928689, -10.594378], [6.893026, 3.286722, -11.065692], [7.855674, 3.576345, -10.968039], [6.458293, 3.917543, -11.723847], [6.044782, 3.495447, -9.762763], [5.393348, 1.906704, -13.043144], [6.215275, 0.321653, -12.840213], [7.186281, 1.748230, -13.392322], [6.357580, 2.766489, -9.015187], [4.977918, 3.367477, -9.945902], [6.416668, 4.487913, -9.508195], [12.987806, -1.731681, -19.438413], [12.611135, -1.061019, -18.129809], [11.869881, -0.097300, -18.057809], [13.162802, -1.788411, -16.900642], [14.152628, -1.946272, -17.024834], [13.143880, -1.113900, -16.149124], [12.303189, -3.009054, -16.489798], [12.212243, -2.494860, -19.373784], [14.014735, -2.086379, -19.350630], [12.964072, -1.099438, -20.325997], [11.463989, -2.456237, -16.067606], [12.770793, -3.743539, -15.834076], [12.040888, -3.477284, -17.438512], [12.783408, -2.491825, -7.192383], [13.231995, -3.562055, -8.166855], [13.662694, -3.317041, -9.268945], [12.952692, -5.041786, -7.766680], [13.685296, -5.580045, -8.206753], [13.092921, -5.268701, -6.792540], [11.565274, -5.540358, -8.160527], [12.096608, -2.824320, -6.414013], [12.306077, -1.677769, -7.737871], [13.687445, -2.058433, -6.764599], [11.447231, -5.293338, -9.215586], [10.899140, -5.224094, -7.357819], [11.497077, -6.623533, -8.261371], [17.055455, -4.891591, -11.285134], [17.101759, -3.566295, -12.043807], [18.309368, -3.606822, -13.020165], [15.745089, -3.407183, -12.786841], [17.245659, -2.459434, -11.030209], [16.859582, -1.125688, -11.524119], [17.560202, -0.578013, -12.692166], [17.937726, -4.932238, -10.646363], [17.135623, -5.690788, -12.021994], [16.090962, -4.904633, -10.777498], [18.371718, -2.597069, -13.425883], [18.179505, -4.329338, -13.825895], [19.150036, -3.761686, -12.343848], [15.763415, -4.274692, -13.446531], [15.654353, -2.547231, -13.450426], [14.842104, -3.419540, -12.176455], [18.287738, -2.503629, -10.713631], [16.563978, -2.766601, -10.237067], [16.812696, -0.371942, -10.738126], [15.783082, -1.181003, -11.685906], [16.883131, -0.216579, -13.268839], [10.453545, -9.838399, -16.443984], [9.527627, -8.652548, -16.193338], [9.245874, -8.467361, -14.685907], [8.311669, -7.272421, -14.553838], [7.354462, -7.092029, -13.320774], [8.232321, -6.953951, -12.039137], [7.570365, -5.835663, -11.165934], [6.408904, -5.280228, -11.927678], [6.650250, -5.678655, -13.373381], [6.301504, -8.231658, -13.298331], [5.549912, -8.500942, -12.015423], [5.061784, -10.000930, -11.785522], [10.478055, -10.513799, -15.588800], [11.482068, -9.494825, -16.554388], [10.237255, -10.414543, -17.343628], [8.580395, -8.751244, -16.723517], [9.939046, -7.736491, -16.617228], [10.069482, -8.206813, -14.021166], [8.941039, -9.430260, -14.276040], [7.526992, -7.348552, -15.306554], [8.789952, -6.303276, -14.695672], [8.447176, -7.959020, -11.676144], [9.163519, -6.479060, -12.348080], [7.143574, -6.255389, -10.255015], [8.297162, -5.107503, -10.805860], [5.475147, -5.644183, -11.499038], [6.347293, -4.213260, -11.713505], [5.702738, -5.663459, -13.911979], [7.337034, -4.935063, -13.777730], [6.732009, -9.216364, -13.480255], [5.595110, -8.071633, -14.112894], [4.640016, -7.914382, -11.888378], [6.169677, -8.200456, -11.170613], [5.884528, -10.715907, -11.788838], [4.350481, -10.392262, -12.512846], [4.572599, -10.061544, -10.813349], [11.938793, -5.332703, -13.065034], [11.220725, -4.750621, -11.715955], [11.286295, -6.857285, -12.622772], [10.754190, -4.781562, -13.987904], [12.658375, -5.880489, -14.446820], [12.693637, -3.876579, -13.206241], [13.289323, -5.753506, -12.273417], [9.070912, -2.262213, -8.356980], [7.925626, -1.730084, -7.327082], [9.859595, -3.049855, -7.157261], [8.342220, -3.751381, -8.514951], [10.209168, -2.771371, -9.361822], [8.317858, -1.773306, -9.694692], [9.885991, -0.870242, -8.155729], [14.505152, 0.761784, -14.315316], [14.604330, 2.197726, -15.174881], [15.518526, -0.003161, -15.426915], [15.784379, 1.064613, -13.350317], [14.150396, -0.694182, -13.712993], [13.424477, 1.408858, -13.292085], [13.225363, 0.482189, -15.231489], [10.584606, 3.515672, -10.647133], [11.753464, 2.448767, -10.300557], [11.367925, 4.283583, -11.876205], [9.982049, 2.414419, -11.704087], [9.249256, 4.435870, -11.066505], [9.688651, 2.863384, -9.519880], [11.103850, 4.647338, -9.564771]], "atomic_forces_ev_per_a": [[-0.1833, 1.1422, 0.9270], [1.2643, -0.7126, -5.2611], [-1.3826, 0.3594, 4.3915], [0.3216, -2.2873, -0.9546], [-0.1842, 0.7329, -0.3841], [-0.3499, 0.3785, 0.8359], [-1.8311, 0.3218, 0.5786], [-0.1236, 0.0533, 0.4545], [0.1925, 0.0602, -0.0519], [1.0018, 0.0296, -0.2177], [0.8371, 0.1752, -0.0333], [-0.2232, -0.3287, 0.1315], [0.7635, -0.1701, -0.4679], [0.7402, 0.7121, 1.0803], [0.2649, -4.0995, 3.2716], [-1.0872, 4.5173, -3.3105], [-2.6145, -2.3276, 0.9718], [1.4902, 0.5469, 0.5140], [0.0578, -0.1476, -0.7958], [1.8392, 0.0331, -0.4177], [0.2155, 0.1563, -0.2407], [0.1354, 0.2374, 0.0019], [-0.3188, -0.0805, -0.9978], [0.2243, 0.0986, -0.2244], [0.2450, 0.3755, -0.3515], [-0.8379, 0.0321, 0.5438], [0.4527, 0.3648, 1.5125], [-1.4515, 2.8443, -1.4225], [2.0004, -2.7752, 0.9028], [-0.4325, -0.1140, -0.0573], [0.4336, -0.4965, -0.2558], [-0.2208, 1.0183, 1.0239], [-0.0644, 1.2486, -1.1305], [0.3620, -0.6401, -1.0819], [-0.2085, -0.6610, -0.1030], [-0.6320, 0.0699, 0.3939], [-0.2254, -0.8472, 0.3273], [0.2144, 0.5844, 0.1960], [-0.1827, -0.1873, 0.2661], [0.3146, -0.6599, -0.2864], [-1.1037, 0.0758, 4.9165], [1.5593, -0.0296, -4.3796], [-0.7060, -0.1137, -0.5782], [0.0842, -0.1564, -0.7250], [-0.0898, 0.5858, 0.5368], [0.8334, -0.8408, -0.3848], [0.1463, 0.0157, 0.0071], [-0.2602, -0.0779, -0.0495], [0.0387, 0.1952, 0.4283], [-0.6108, 1.1398, 0.4163], [-0.3075, 0.4754, -0.8825], [0.4862, -0.4419, 0.7284], [0.0286, 0.8207, -0.9368], [-0.9439, -0.2410, -0.9639], [-1.1586, 1.2169, 1.1160], [0.8663, -0.9603, -0.9735], [1.0666, -0.8320, -0.0784], [-1.2349, 2.0808, -1.2497], [0.0452, -1.9680, 1.7063], [-0.2851, 0.0586, 0.2189], [-0.2148, 0.0267, 0.0686], [0.2509, -0.2226, 0.2494], [0.0778, -0.0732, -0.0630], [-0.0740, -0.1922, 0.4704], [0.1664, -0.3464, -0.4783], [-0.4603, -0.1476, 0.1008], [0.7191, 0.2560, 0.3773], [0.4684, -0.2357, 0.5955], [-0.0086, -0.0264, 0.2855], [0.1003, 0.3480, 0.2898], [0.9034, -0.1568, 0.4352], [-0.1709, -0.0488, -0.7493], [0.0156, 0.2538, -0.0181], [0.6354, 0.0673, -0.0407], [0.2060, 0.1195, 0.4066], [0.0841, 0.6757, 0.6578], [-2.7778, -0.0205, -0.0637], [0.4277, 0.5571, 0.4997], [-0.4605, 1.2438, -0.6159], [0.2477, -1.9147, 1.4885], [-0.3444, 0.2593, 0.2903], [-0.1501, -0.1407, 0.5557], [-0.0224, -0.4223, -0.0703], [-1.0618, -0.4870, 1.2977], [0.7104, 0.7838, -0.2383], [-0.2151, -0.1386, -0.0675], [0.0492, 0.0472, 0.0268], [-0.2409, 0.0931, 0.0655], [-0.2114, -0.3302, 0.1778], [0.2607, 0.0864, 0.0971], [0.7880, -0.1381, -0.6767], [-0.8438, 0.1155, -0.0471], [0.2142, 0.0464, -0.5824], [0.3260, -0.2352, 0.2527], [-0.2363, 0.2606, 0.3643], [0.0487, -0.5946, -0.4169], [0.3036, -0.1343, 0.2036], [0.1035, -0.0086, -0.3994], [-0.0577, -0.3908, -0.4080], [0.1118, 0.2040, -0.7185], [0.3517, -0.5436, -0.4542], [0.2268, -0.4920, -0.4051], [0.9982, 0.4494, -0.4810], [0.2482, 0.3637, -0.1425], [0.0711, 0.3585, -0.3279], [0.0988, -0.2921, 0.1380], [0.2225, 0.1286, 0.1011], [-0.0576, 0.4672, -0.2302], [0.0882, 0.0874, -0.0174], [2.3875, 0.1173, 1.7330], [-0.0474, -0.4704, -0.6824], [0.3666, 1.8833, -1.6592], [-0.9678, -0.7436, 0.1834], [-0.8001, -0.1377, 0.6459], [-0.4819, 0.1562, -0.8299], [-0.4268, -0.6778, 0.4047], [-0.2083, -2.2480, 1.7965], [0.6195, -0.3950, -1.2046], [0.1992, 1.4447, 0.3985], [-0.8511, 0.7586, -0.6167], [1.3425, -0.2046, -0.7152], [-0.9084, 1.0393, 0.4592], [-0.3840, -0.3757, -0.3046], [-1.2839, 2.1438, -1.5202], [1.0386, -1.5871, 1.5804], [-0.6615, 0.5856, 0.8883], [-1.5527, 0.0052, -0.8466], [1.4573, -0.7079, 1.1841], [1.3739, 0.2767, 0.6777], [-1.0490, -0.8318, -2.3644], [1.3569, 2.0522, -0.2451], [0.1670, 0.8463, -0.4216], [-0.3790, -1.3095, 1.5425], [-0.1134, -0.4553, -0.6394], [-0.1342, 0.4384, 0.2567], [-0.8298, -0.4479, 0.8054], [-0.4169, -1.2817, -1.4409]], "lowdin_charge": [0.011, -0.291, 0.088, 0.126, 0.111, 0.124, 0.068, 0.064, 0.063, 0.084, 0.094, 0.091, 0.072, 0.028, -0.333, 0.106, 0.112, 0.075, 0.164, 0.062, 0.095, 0.096, 0.106, 0.101, 0.103, 0.109, 0.030, -0.363, 0.169, 0.105, 0.165, 0.100, 0.071, 0.093, 0.092, 0.106, 0.107, 0.085, 0.087, -0.052, -0.576, -0.076, 0.045, 0.139, 0.145, -0.011, 0.063, 0.043, 0.063, 0.076, 0.088, 0.074, 0.018, -0.317, 0.043, 0.017, -0.118, -0.212, -0.062, 0.107, 0.105, 0.102, 0.090, 0.105, 0.103, 0.100, 0.083, 0.096, 0.139, 0.138, 0.140, 0.098, 0.023, -0.095, -0.242, -0.179, -0.111, -0.150, -0.051, -0.143, -0.173, -0.059, -0.110, -0.215, -0.069, 0.072, 0.074, 0.074, 0.105, 0.109, 0.098, 0.113, 0.119, 0.119, 0.141, 0.087, 0.114, 0.104, 0.109, 0.126, 0.132, 0.126, 0.120, 0.135, 0.105, 0.097, 0.070, 0.072, 0.075, 0.269, -0.168, -0.212, -0.153, -0.188, -0.195, -0.176, 0.207, -0.146, -0.182, -0.205, -0.168, -0.171, -0.147, 0.263, -0.170, -0.200, -0.128, -0.171, -0.147, -0.186, 0.243, -0.136, -0.147, -0.190, -0.205, -0.135, -0.149], "spin_multiplicity": 2, "total_energy_ha": -5576.1888, "largest_force_ev_per_a": 5.71, "total_charge": 1, "homo_lumo_gap_ev": [3.321, 8.079]}


2.
{"formula": "C4H7FOS", "method": "ωB97M-V with the def2-TZVPD basis set", "elements": ["C", "C", "C", "C", "O", "F", "S", "H", "H", "H", "H", "H", "H", "H"], "positions_angstrom": [[0.005005, 0.852767, 0.727214], [-2.092324, -0.104632, 0.056300], [0.369855, -0.117922, -0.392814], [1.786747, -0.170582, -0.691951], [-1.410533, 0.862143, 0.872785], [0.036018, -1.744665, 0.961544], [-0.970254, -0.645615, -1.290001], [0.581269, 0.524586, 1.735936], [0.493562, 1.781481, 0.540392], [-2.396806, -0.993826, 0.504860], [-2.921307, 0.352916, -0.522557], [2.431599, 0.207304, 0.193821], [2.039617, 0.403388, -1.711696], [2.047548, -1.207341, -0.983831]], "atomic_forces_ev_per_a": [[0.4747, -2.7886, 1.8080], [0.7457, 2.1807, -1.6493], [-1.3676, -0.7118, 2.7107], [2.3255, 0.2376, -1.9340], [-0.0612, -0.3211, -0.6883], [0.6296, 1.2619, -0.9868], [1.0085, 0.7189, 0.0306], [-1.6080, 0.1605, -2.2277], [-0.4374, 1.3557, -0.6282], [-0.2782, -1.2086, 1.4731], [0.2643, 0.0989, 0.8698], [-1.1197, -0.6792, -1.6974], [-0.6284, -0.7664, 2.3476], [0.0522, 0.4615, 0.5719]], "lowdin_charge": [-0.217, -0.383, -0.573, -0.100, -0.138, -0.461, 1.056, 0.182, 0.112, 0.060, 0.092, 0.128, 0.145, 0.097], "spin_multiplicity": 1, "total_energy_ha": -729.7896, "de_lowest_ev": 2.546, "largest_force_ev_per_a": 3.36, "homo_lumo_gap_ev": 8.931}